--- A ---
Entry from the OMol25 dataset: C5H8OS2 in the gas phase (ωB97M-V with the def2-TZVPD basis set).

```
! wB97M-V def2-TZVPD RIJCOSX def2/J DEFGRID3
* xyz 0 1
C 0.6327 0.0353 -1.7923
C -0.5808 0.1041 -0.8879
O -1.5647 0.9307 -1.4616
C -0.2578 0.6106 0.5796
C 0.5942 -0.3878 1.3120
S 2.1904 -0.5009 0.9573
C 0.0473 -1.1785 2.3865
S -1.5310 -1.4219 2.6353
H 1.4318 -0.7131 -1.4933
H 1.1634 0.9998 -1.5573
H 0.3986 -0.0630 -2.8606
H -1.1187 -0.8976 -0.8961
H -1.2321 1.8262 -1.4377
H -1.1941 0.8099 1.0991
H 0.3052 1.4919 0.3682
H 0.7155 -1.6459 3.0488
*
```

The value obtained for the gap between HOMO and LUMO is 7.02 eV. For the HOMO energy, the calculation gives -0.3342 Eh.



--- B ---
Entry from the OMol25 dataset: C5H8OS2 in the gas phase (ωB97M-V with the def2-TZVPD basis set).

```
! wB97M-V def2-TZVPD RIJCOSX def2/J DEFGRID3
* xyz 0 1
C 1.3303 0.1823 -0.8793
C 2.0159 -0.8821 -1.2348
C -1.0851 0.6416 1.1144
C 0.2766 0.2343 1.6523
C -1.4370 0.0025 -0.1867
O -1.1144 -0.2078 -2.7657
S 1.6545 1.1769 0.5328
S -0.6564 0.6596 -1.6985
H 1.3946 -1.4555 -1.9065
H 3.0759 -1.1604 -1.1614
H -1.8807 0.1755 1.8218
H -1.0686 1.7092 1.0420
H 0.6603 0.6962 2.6242
H 0.4991 -0.8567 1.5397
H -1.1851 -1.0132 -0.2273
H -2.4800 0.0977 -0.2668
*
```

The value obtained for the gap between HOMO and LUMO is 9.05 eV. For the HOMO energy, the calculation gives -0.3159 Eh.



Of them, A has the highest stability.



--- A ---
Entry from the OMol25 dataset: a molecular structure, ArH20O10 (ωB97M-V with the def2-TZVPD basis set).

```
! wB97M-V def2-TZVPD RIJCOSX def2/J DEFGRID3
* xyz 0 1
Ar 0.6486 0.1158 -0.2236
O -2.4532 1.6294 -0.2674
H -1.7845 1.7084 -0.9477
H -3.1818 2.1633 -0.5840
O 1.4729 3.0914 2.9300
H 1.8836 3.5053 2.1708
H 1.7942 2.1899 2.9148
O -0.5999 -2.6204 -1.4271
H 0.1958 -2.7819 -0.9201
H -1.3025 -2.6188 -0.7770
O 2.3706 0.4222 2.8974
H 3.0355 -0.0894 3.3583
H 1.8164 -0.2321 2.4720
O 0.1416 -1.5046 3.0438
H 0.0773 -0.9936 3.8506
H -0.5943 -1.2044 2.5103
O -2.0819 -1.0686 1.5513
H -2.7941 -0.7204 2.0876
H -2.0336 -0.4751 0.8018
O 0.2527 -2.2512 -4.1434
H -0.0330 -2.2387 -3.2300
H -0.2524 -1.5544 -4.5625
O -1.2281 1.4712 -3.2067
H -1.0673 0.7979 -3.8678
H -0.3604 1.6799 -2.8608
O 1.8841 -3.4084 -0.2668
H 2.2815 -3.0083 0.5067
H 1.7978 -4.3344 -0.0405
O -0.0432 3.7419 -1.3589
H 0.6330 4.3146 -1.7208
H -0.4755 4.2735 -0.6905
*
```

The value obtained for the gap between HOMO and LUMO is 11.00 eV. For the HOMO energy, the calculation gives -0.3956 Eh.



--- B ---
Entry from the OMol25 dataset: a molecular structure, ArH20O10 (ωB97M-V with the def2-TZVPD basis set).

```
! wB97M-V def2-TZVPD RIJCOSX def2/J DEFGRID3
* xyz 0 1
Ar 0.1947 -0.4550 -0.4439
O -3.1292 -2.4147 0.2478
H -2.6108 -2.3065 1.0452
H -2.6808 -3.1071 -0.2378
O -2.4351 0.7946 1.6515
H -3.3850 0.7245 1.7463
H -2.2701 1.7344 1.5763
O 1.6066 0.0829 2.5913
H 1.6594 0.9312 2.1510
H 0.6885 0.0035 2.8502
O 3.5871 -1.0617 -2.0106
H 3.0605 -1.3186 -1.2537
H 3.1162 -0.3196 -2.3899
O 3.1598 -1.6808 0.9182
H 2.6161 -1.0739 1.4204
H 4.0061 -1.6712 1.3653
O 1.9398 2.3545 0.8910
H 2.8174 2.5394 1.2256
H 1.8473 2.9279 0.1301
O -0.0997 -1.3352 -4.0242
H 0.1991 -2.2076 -3.7678
H 0.6737 -0.9189 -4.4048
O -0.8840 -0.3117 3.5233
H -0.8975 0.2342 4.3094
H -1.1579 0.2754 2.8186
O -0.3391 2.1165 -3.0320
H -0.8617 1.7425 -3.7414
H 0.4366 1.5576 -2.9850
O -3.9529 0.5243 -0.7743
H -3.6940 1.3528 -1.1779
H -3.2112 0.2863 -0.2179
*
```

The value obtained for the gap between HOMO and LUMO is 10.81 eV. For the HOMO energy, the calculation gives -0.3984 Eh.



Of them, A has the highest stability.



--- A ---
Entry from the OMol25 dataset: 4 unconnected molecules or ions with the total composition C3H12O4 (ωB97M-V with the def2-TZVPD basis set).

```
! wB97M-V def2-TZVPD RIJCOSX def2/J DEFGRID3
* xyz 0 1
C 0.6076 0.3345 2.5886
C 0.6248 0.4518 1.2795
C -0.2560 1.5372 0.5652
O 0.1041 1.4413 -0.8287
H 1.2202 -0.4089 3.0978
H -0.0039 1.0025 3.2059
H 1.0539 -0.1785 0.5960
H -1.2172 1.2550 0.9726
H 0.0078 2.5224 0.7785
H -0.5493 1.6458 -1.5270
O 0.9343 0.1602 -3.2588
H 1.5724 -0.3456 -3.7267
H 1.3536 0.9267 -2.8210
O -0.2074 -2.1219 -0.9438
H 0.6524 -1.6901 -1.2740
H -0.6961 -2.0275 -1.6932
O -2.0349 -1.1258 1.0779
H -2.0789 -2.0166 1.2868
H -1.0873 -1.3624 0.6242
*
```

The value obtained for the gap between HOMO and LUMO is 9.87 eV. For the HOMO energy, the calculation gives -0.3470 Eh.



--- B ---
Entry from the OMol25 dataset: 4 unconnected molecules or ions with the total composition C3H12O4 (ωB97M-V with the def2-TZVPD basis set).

```
! wB97M-V def2-TZVPD RIJCOSX def2/J DEFGRID3
* xyz 0 1
C 2.9566 -0.2791 1.8670
C 2.3779 -0.0984 0.4744
C 1.4399 0.7166 0.0082
O 0.6944 0.2858 -1.0827
H 3.9555 -0.7026 1.7632
H 2.3736 -0.9773 2.4687
H 2.9929 0.6500 2.4393
H 2.6101 -0.9987 -0.0807
H 1.1406 1.6983 0.3519
H 0.3454 -0.5988 -0.9236
O -0.6589 -2.2145 -2.0968
H -1.2255 -2.7079 -2.7120
H -1.0834 -1.3542 -2.2478
O -1.6024 2.5679 0.2564
H -0.9252 2.0330 -0.1565
H -2.3277 2.7653 -0.3501
O -4.5740 -0.2693 -0.2911
H -4.6403 -0.8428 0.4642
H -3.8496 0.3270 -0.1521
*
```

The value obtained for the gap between HOMO and LUMO is 9.46 eV. For the HOMO energy, the calculation gives -0.3335 Eh.



Of them, B has the highest stability.



--- A ---
Entry from the OMol25 dataset: 2 unconnected molecules or ions with the total composition C2H10NS2 (ωB97M-V with the def2-TZVPD basis set).

```
! wB97M-V def2-TZVPD RIJCOSX def2/J DEFGRID3
* xyz 1 1
C 2.1384 -0.5768 0.5179
N 1.6803 0.8592 0.4842
H 3.1913 -0.5807 0.7522
H 1.4717 -1.1394 1.1626
H 1.8991 -0.9630 -0.4702
H 2.3330 1.3158 -0.1600
H 1.6244 1.3832 1.3409
H 0.7684 0.9980 0.0177
C -2.5468 -1.0844 -0.2875
S -1.0613 -0.2684 -0.8727
S -1.4924 1.6993 -0.3449
H -3.1501 -0.5699 0.4588
H -2.2448 -2.0562 0.0856
H -3.2628 -1.2377 -1.0989
H -1.3485 2.2209 -1.5856
*
```

The value obtained for the gap between HOMO and LUMO is 9.33 eV. For the HOMO energy, the calculation gives -0.4688 Eh.



--- B ---
Entry from the OMol25 dataset: a molecular structure, C2H10NS2 (ωB97M-V with the def2-TZVPD basis set).

```
! wB97M-V def2-TZVPD RIJCOSX def2/J DEFGRID3
* xyz 1 1
C 2.2117 0.7274 -1.0748
N 0.8454 0.0891 -1.3990
H 2.7619 1.0426 -1.9940
H 2.8676 -0.0494 -0.8517
H 2.1977 1.4793 -0.2882
H 0.5966 0.7924 -2.1504
H 0.9147 -0.9440 -1.7330
H 0.0146 -0.0802 -0.5857
C -1.5654 -0.7990 2.4399
S -0.7190 -0.1529 1.0019
S -2.3461 0.6512 -0.1877
H -1.8165 -0.0183 3.2799
H -2.5296 -0.9915 2.0249
H -1.0988 -1.6813 2.7955
H -2.3349 -0.0654 -1.2777
*
```

The value obtained for the gap between HOMO and LUMO is 9.45 eV. For the HOMO energy, the calculation gives -0.4879 Eh.



Of them, A has the highest stability.



--- A ---
Entry from the OMol25 dataset: C9H7NOS in the gas phase (ωB97M-V with the def2-TZVPD basis set).

```
! wB97M-V def2-TZVPD RIJCOSX def2/J DEFGRID3
* xyz 0 1
C -1.0766 -2.2378 -0.0047
C -1.8588 -1.3183 -0.7655
C 0.2231 -2.1113 0.3219
C -1.1860 -0.1855 -1.2008
C 0.8009 -0.9031 -0.0156
C 0.0876 -0.0323 -0.7406
C 2.2456 -0.4487 0.3276
C -0.3245 2.3345 1.0973
C 0.3875 2.6887 0.0268
N 2.4015 0.8468 -0.0409
O 3.0224 -1.1748 0.8855
S 1.2425 1.4557 -0.9662
H -1.5289 -3.1904 0.4657
H -2.8951 -1.5090 -1.0243
H 0.7658 -2.7866 0.8490
H -1.6352 0.6126 -1.8669
H -0.8036 3.0448 1.7464
H -0.3315 1.3080 1.3411
H 0.4633 3.6067 -0.4357
*
```

The value obtained for the gap between HOMO and LUMO is 8.83 eV. For the HOMO energy, the calculation gives -0.3285 Eh.



--- B ---
Entry from the OMol25 dataset: C9H7NOS in the gas phase (ωB97M-V with the def2-TZVPD basis set).

```
! wB97M-V def2-TZVPD RIJCOSX def2/J DEFGRID3
* xyz 0 1
C -2.2165 -0.2212 -0.1154
C -2.1443 -1.5863 0.1320
C -1.0396 0.5583 -0.0707
C -1.0032 -2.2798 0.1355
C 0.1835 -0.0681 0.0641
C 0.2249 -1.5070 0.0165
C 1.5040 0.6027 0.0749
C 1.3541 -2.2231 -0.1675
C 1.7201 1.8630 -0.2617
N 2.5491 -0.1986 0.3710
O 2.1576 -2.9992 -0.4095
S 4.1281 0.2103 0.0684
H -3.2512 0.3072 -0.1900
H -3.0367 -2.2416 0.0753
H -1.3112 1.5629 -0.1127
H -1.0080 -3.2818 0.6311
H 2.6854 2.2310 -0.2000
H 0.8644 2.5845 -0.4775
H 4.5999 -1.0918 -0.0903
*
```

The value obtained for the gap between HOMO and LUMO (spin up / spin down) is 5.11 / 4.58 eV. For the HOMO energy (spin up / spin down), the calculation gives -0.2413 / -0.2289 Eh.



Of them, A has the highest stability.